[1]
Entry from OMol25: C6H10 as an isolated structure (ωB97M-V with the def2-TZVPD basis set).

The total energy comes out at -6379.12523 eV. As for the charge: 0. For the maximum force, the calculation gives 0.00707 Eh/bohr. As for the multiplicity: 1.

XYZ file:
```
16
Properties=species:S:1:pos:R:3:mulliken_charge:R:1
C 1.61 -0.04 1.22 -0.76
C 0.39 -1.18 -0.25 -0.12
C -0.90 -1.24 0.18 -1.01
C -1.44 0.63 -0.73 -0.59
C -0.29 1.40 -0.49 -0.56
C 1.11 0.09 -0.06 0.03
H 0.99 -0.45 2.02 0.25
H 2.61 0.28 1.50 0.29
H 0.85 -1.96 -0.85 0.35
H -1.51 -2.13 0.00 0.38
H -1.17 -0.70 1.09 0.28
H -2.33 0.75 -0.11 0.31
H -1.66 0.29 -1.74 0.29
H -0.30 2.06 0.38 0.26
H 0.21 1.83 -1.35 0.27
H 1.85 0.35 -0.82 0.32
```

***

[2]
Entry from OMol25: the molecule C8H12S2Se2 in a non-equilibrium geometry (ωB97M-V with the def2-TZVPD basis set).

The total energy comes out at -160848.43605 eV. As for the charge: 0. For the maximum force, the calculation gives 0.06015 Eh/bohr. As for the multiplicity: 3.

XYZ file:
```
24
Properties=species:S:1:pos:R:3:lowdin_spin:R:1
C 1.01 -1.47 -2.15 0.05
C 0.15 3.45 0.15 0.04
C -0.69 -1.78 1.76 0.00
C -1.68 -0.74 1.28 0.06
C 1.24 -1.75 -0.71 0.01
C 0.04 1.97 0.26 0.06
C 1.44 -0.78 0.17 0.00
C -0.66 1.22 -0.75 0.55
S -0.77 -1.83 -2.37 0.63
S 1.71 2.66 -0.23 0.16
Se 1.14 -1.08 2.03 0.00
Se -1.70 -0.23 -0.66 0.37
H 1.20 -0.43 -2.41 0.00
H 1.54 -2.14 -2.82 0.02
H -0.33 3.93 -0.69 0.00
H 0.14 4.02 1.07 0.00
H -1.01 -2.14 2.74 0.00
H -0.63 -2.63 1.08 0.00
H -2.70 -1.12 1.41 0.00
H -1.59 0.19 1.84 0.01
H 1.01 -2.76 -0.40 0.00
H 0.08 1.56 1.26 0.00
H 1.79 0.20 -0.10 0.00
H -0.72 1.69 -1.73 0.02
```

***

[3]
Entry from OMol25: C37H42Cl3NO4S2SiSn as an isolated structure in a non-equilibrium geometry (ωB97M-V with the def2-TZVPD basis set).

The total energy comes out at -121664.11651 eV. As for the charge: +2. For the maximum force, the calculation gives 0.05370 Eh/bohr. As for the multiplicity: 1.

XYZ file:
```
91
Properties=species:S:1:pos:R:3:mulliken_charge:R:1
Sn -0.15 -1.90 -0.60 1.30
C -1.11 2.48 -0.28 -0.37
Si 1.09 1.51 0.95 -0.78
C 2.25 0.18 0.27 -0.82
N 1.90 -1.26 0.48 0.89
C 2.89 -2.11 -0.27 -0.70
C 4.10 -2.53 0.51 -0.94
C 4.41 -1.49 1.60 -0.78
C 3.24 -1.26 2.59 -0.38
C 1.92 -1.69 1.93 -0.75
C 1.86 3.20 0.98 1.21
C 1.25 4.21 1.72 -0.57
C 1.82 5.48 1.79 -0.73
C 2.98 5.81 1.07 -0.63
C 3.66 4.81 0.40 -0.77
C 3.07 3.53 0.30 -0.35
C 0.35 0.94 2.54 0.32
C 1.00 1.05 3.76 -0.65
C 0.43 0.39 4.87 -0.87
C -0.81 -0.27 4.78 -0.83
C -1.56 -0.18 3.61 -0.47
C -0.95 0.40 2.49 0.77
H -2.10 2.07 -0.07 0.22
H -0.91 3.31 0.39 0.64
H 3.26 0.39 0.56 0.41
H 2.29 0.37 -0.82 0.26
H 3.15 -1.66 -1.21 0.50
H 2.37 -3.06 -0.53 0.34
H 5.02 -2.68 -0.07 0.37
H 3.85 -3.47 1.00 0.39
H 4.69 -0.53 1.16 0.21
H 5.27 -1.89 2.15 0.48
H 3.20 -0.23 3.02 -0.11
H 3.38 -1.94 3.47 0.54
H 0.96 -1.38 2.42 -0.02
H 1.83 -2.81 1.89 0.70
H 0.29 4.09 2.19 0.45
H 1.27 6.23 2.36 0.40
H 3.42 6.79 1.17 0.45
H 4.68 5.00 0.00 0.41
H 3.60 2.80 -0.29 0.38
H 1.93 1.53 3.87 0.76
H 1.02 0.42 5.79 0.45
H -1.22 -0.70 5.65 0.58
H -2.65 -0.40 3.61 0.39
H -1.46 0.44 1.53 -0.81
O -2.43 -0.94 -0.22 -0.55
S -3.95 -0.97 -0.29 -0.02
C -4.41 0.02 -1.77 -0.70
C -3.60 0.00 -3.07 -0.94
C -2.19 0.58 -2.83 1.00
C -2.32 2.08 -2.90 -1.07
S -1.18 3.20 -1.99 -0.16
O -0.11 1.51 -0.28 0.49
C 0.46 3.09 -2.70 0.29
C 1.05 1.86 -3.01 0.36
C 2.38 1.84 -3.39 -0.70
C 3.08 3.00 -3.56 -0.64
C 2.51 4.26 -3.25 -0.78
C 1.19 4.28 -2.82 -0.27
C -4.25 -2.75 -0.91 0.45
C -3.26 -3.40 -1.68 0.00
C -3.49 -4.69 -2.08 -1.15
C -4.68 -5.34 -1.64 -0.38
C -5.61 -4.72 -0.87 -0.69
C -5.35 -3.42 -0.45 -0.42
H -4.43 1.07 -1.32 0.33
H -5.44 -0.31 -1.85 0.71
H -4.18 0.62 -3.85 0.29
H -3.57 -1.03 -3.42 0.39
H -1.38 0.25 -3.52 0.46
H -2.01 0.26 -1.83 -0.73
H -3.30 2.35 -2.45 0.54
H -2.42 2.49 -3.88 0.52
H 0.53 0.91 -3.03 0.01
H 2.88 0.89 -3.64 0.45
H 4.10 2.95 -3.81 0.44
H 3.04 5.18 -3.34 0.51
H 0.76 5.23 -2.59 0.51
H -2.36 -2.92 -2.09 0.54
H -2.83 -5.21 -2.69 0.57
H -4.91 -6.43 -1.86 0.29
H -6.54 -5.24 -0.57 0.41
H -5.98 -2.94 0.24 0.49
Cl 0.03 -6.38 1.63 -0.09
C -1.05 -4.98 1.88 0.78
Cl -2.75 -5.40 1.53 -0.07
Cl -0.88 -4.38 3.55 -0.09
C -0.71 -3.83 0.88 0.12
O -0.20 -4.03 -0.24 -0.65
O -0.99 -2.61 1.24 -0.32
```

***

[4]
Entry from OMol25: the molecule C4H7NO in a non-equilibrium geometry (ωB97M-V with the def2-TZVPD basis set).

The total energy comes out at -7796.58673 eV. As for the charge: 0. For the maximum force, the calculation gives 0.04198 Eh/bohr. The SMILES is CN1C[C@H]1C=O. As for the multiplicity: 1.

XYZ file:
```
13
Properties=species:S:1:pos:R:3:mulliken_charge:R:1
C -0.95 0.01 -1.30 -0.85
N 0.22 0.26 -0.47 -0.15
C 1.27 -0.76 -0.09 -0.39
C 0.21 -0.34 0.85 -0.21
C 0.07 1.04 1.50 0.04
O -0.94 1.44 2.02 -0.50
H -0.97 -0.98 -1.78 0.29
H -1.01 0.80 -2.05 0.29
H -1.85 0.13 -0.68 0.32
H 1.24 -1.80 -0.41 0.27
H 2.28 -0.36 -0.09 0.24
H -0.53 -1.10 1.10 0.30
H 0.96 1.67 1.41 0.34
```